# C22H36BrN3O5

A cluster of 2 separate species, C22H36BrN3O5 in total at a distorted geometry (ωB97M-V/def2-TZVPD, the OMol25 dataset).

Last column: natural (NBO) charge in e.
CARTESIAN COORDINATES (ANGSTROEM)
1 Br -2.23526 -5.90692 3.54053  -0.05
2 O 0.87605 0.99973 -0.43483  -0.53
3 O -4.29516 -5.11892 1.79057  -0.47
4 O 2.72028 5.03608 -2.13295  -0.55
5 O 2.58167 1.06126 -2.11335  -0.61
6 O -3.44174 -0.23494 2.50621  -0.56
7 N -2.50090 -2.85830 -2.75577  -0.30
8 N 0.21243 -2.89639 -0.54011  -0.65
9 N -4.69245 -2.15310 0.01597  -0.30
10 C -2.05132 -2.81408 0.80231  -0.07
11 C 2.73965 5.63737 -4.42422  -0.43
12 C -3.56341 -2.46156 0.30117  0.26
13 C -1.80440 -2.19874 2.26715  -0.47
14 C -3.05080 -5.07908 1.88984  0.54
15 C 2.63725 3.83495 -2.91516  -0.06
16 C 2.97285 -2.08044 2.13281  -0.63
17 C 1.03206 -3.02045 0.69122  -0.24
18 C -5.53512 1.17070 2.01614  -0.64
19 C -4.75829 0.14795 3.01502  -0.07
20 C -1.90779 -2.54066 -1.74688  0.24
21 C 1.77603 -1.63859 1.14737  -0.42
22 C -2.02875 -4.45272 0.82475  -0.54
23 C -1.08845 -2.20169 -0.36967  0.11
24 C 0.16197 0.03767 -1.26279  -0.10
25 C -1.01340 -0.58367 -0.35831  -0.46
26 C 4.71381 1.91749 -0.27100  -0.63
27 C 2.16628 4.24386 -4.29611  -0.43
28 C 2.16786 1.30144 -0.94342  0.81
29 C -3.09942 -1.56288 2.97309  -0.07
30 C 3.15590 2.07884 0.09250  -0.52
31 C 2.60635 6.16522 -3.00936  -0.07
32 H 2.87446 3.18775 0.19053  0.26
33 H 2.22622 6.25833 -5.16075  0.22
34 H 2.66474 -2.98162 2.77230  0.21
35 H 0.51695 -3.50738 1.59480  0.17
36 H 0.82095 -0.72471 -1.80166  0.24
37 H 3.86840 -2.43982 1.49095  0.21
38 H -4.00034 -2.29900 2.98566  0.20
39 H 5.21657 1.42393 0.65156  0.21
40 H -1.49330 -3.09375 2.94351  0.24
41 H -2.02259 -0.21670 -0.80026  0.26
42 H -5.46628 -0.74679 3.15977  0.18
43 H -0.94014 -0.11635 0.68158  0.25
44 H 2.97225 1.57610 1.12376  0.22
45 H 1.96163 3.13054 -2.43478  0.19
46 H -2.43601 -4.75673 -0.22217  0.28
47 H 2.49692 3.55875 -5.07876  0.22
48 H -0.90081 -1.47316 2.33348  0.24
49 H -0.35373 0.65620 -2.10194  0.20
50 H 3.37527 6.90132 -2.76206  0.18
51 H 3.31886 -1.17345 2.73994  0.22
52 H -6.33456 0.60300 1.39529  0.22
53 H 1.91230 -3.73343 0.42341  0.22
54 H 2.27744 -1.24325 0.17966  0.22
55 H -0.97387 -4.88557 0.88653  0.26
56 H 0.00070 -3.81870 -0.95355  0.38
57 H 3.79714 5.57893 -4.70318  0.20
58 H -4.76017 1.69380 1.35787  0.23
59 H 3.63719 3.39004 -2.95252  0.17
60 H 1.05771 -0.86480 1.58529  0.21
61 H -6.11514 1.96306 2.62665  0.21
62 H 5.21957 2.94956 -0.40144  0.23
63 H 1.07212 4.28911 -4.31992  0.20
64 H -4.69040 0.66985 4.04620  0.17
65 H 4.93948 1.23779 -1.16099  0.24
66 H -2.81643 -1.44132 4.09783  0.18
67 H 1.62307 6.61903 -2.84523  0.16

Forces on atoms 1 to 6 (eV/Å):
Br -0.22 0.58 -1.05
O 2.85 -0.45 -1.45
O 5.84 0.35 0.23
O -0.02 0.09 -0.31
O -2.29 -0.09 4.51
O -1.34 -1.30 0.33

The calculation puts the lowest unoccupied orbital energy at -0.24 eV.

# C22H36Cl2HfN5O2S3

A structure of composition C22H36Cl2HfN5O2S3 (ωB97M-V/def2-TZVPD, the OMol25 dataset).

Last column: Mulliken charge in e.
CARTESIAN COORDINATES (ANGSTROEM)
1 Hf 0.06379 0.43142 0.15253  0.67
2 Cl -0.84454 1.14561 -2.93790  -0.05
3 Cl 1.35189 1.22290 -4.86764  -0.11
4 S 2.17320 1.02779 -1.20236  -0.32
5 S 4.74816 0.63576 0.26162  -0.13
6 S 2.14255 -0.25984 1.41609  -0.43
7 O -0.14438 -1.25234 -1.18243  -0.42
8 O -0.61949 -1.56178 0.89544  -0.36
9 N -2.33715 0.52482 -0.09820  -0.51
10 N 1.64254 2.97354 1.67772  0.08
11 N 1.15856 4.70807 0.24498  0.11
12 N -0.66990 0.80050 2.42737  -0.52
13 N -0.13998 2.72246 0.21712  0.32
14 C 2.27506 5.45723 0.83093  -0.80
15 C -1.07334 3.47919 -0.62888  -0.95
16 C -3.25454 -0.14706 0.86139  -0.30
17 C 2.96350 3.47755 2.07817  -0.66
18 C -0.21940 -7.80670 -1.02872  -1.60
19 C 0.89684 -3.25693 -2.69074  -1.02
20 C 3.14130 0.47342 0.14060  0.24
21 C 0.49962 5.32848 -0.90469  -0.75
22 C 3.43681 4.51835 1.09097  -0.49
23 C 0.26545 -5.45631 -1.76996  -0.93
24 C 0.23720 -4.07947 -1.61375  0.66
25 C -0.93909 -4.40649 0.51042  0.61
26 C -0.38872 -2.09719 -0.23827  0.94
27 C -0.37343 -3.54357 -0.45631  0.38
28 C -1.60871 -3.94581 1.78009  -0.96
29 C -0.32839 4.31315 -1.65293  -0.68
30 C -0.29307 -6.32075 -0.83807  0.31
31 C 0.88087 3.47021 0.67939  0.42
32 C -0.89444 -5.77363 0.28759  -1.02
33 C 0.30198 0.17907 -3.93962  0.34
34 C -3.13512 0.43723 2.25820  -0.78
35 C -1.85018 0.09942 2.99453  -0.64
36 H -0.79661 1.80610 2.52809  0.31
37 H 3.74455 4.04506 0.15569  0.24
38 H 1.64570 -2.57875 -2.28072  0.25
39 H 0.74146 -5.86943 -2.65129  0.38
40 H -2.05893 -4.80016 2.28142  0.44
41 H -3.27350 1.52499 2.22137  0.31
42 H 2.54453 6.23659 0.12151  0.44
43 H -4.28170 -0.04141 0.50813  0.54
44 H 1.27577 5.74388 -1.54846  0.50
45 H -1.33969 -6.43615 1.02017  0.39
46 H 1.95365 5.94634 1.75521  0.26
47 H -1.95678 0.36814 4.04687  0.55
48 H 0.13755 0.56626 3.00149  0.31
49 H 1.38475 -3.91917 -3.40299  0.42
50 H -0.89514 -3.48082 2.45917  0.17
51 H 0.72495 -8.18814 -0.63460  0.30
52 H 4.28841 5.06155 1.49737  0.41
53 H -3.96773 0.05261 2.84960  0.44
54 H -0.30719 -0.41929 -4.60571  0.41
55 H -1.01696 4.81836 -2.33002  0.37
56 H -0.26592 -8.07270 -2.08389  0.40
57 H -1.65484 -0.96976 2.93738  0.17
58 H 0.88233 -0.41753 -3.24565  -0.46
59 H -1.02667 -8.31507 -0.50396  0.40
60 H 2.88642 3.91041 3.07774  0.41
61 H 0.16682 -2.65130 -3.22586  0.05
62 H -1.73828 2.79491 -1.14994  0.49
63 H -0.11894 6.15849 -0.55196  0.31
64 H 3.64275 2.62672 2.12422  0.24
65 H -2.39374 -3.21483 1.58597  0.11
66 H 1.53299 1.98386 1.86075  -0.22
67 H -3.00886 -1.20644 0.87264  -0.07
68 H -1.70599 4.12818 -0.00996  0.26
69 H 0.31602 3.66098 -2.24417  0.24
70 H -2.49533 0.13338 -1.02608  0.33
71 H -2.63129 1.49586 -0.16424  0.23

Forces on atoms 1 to 6 (eV/Å):
Hf 0.06 0.10 -0.10
Cl 0.04 -0.02 0.01
Cl 0.01 0.01 -0.02
S -0.02 -0.02 0.02
S 0.02 -0.01 -0.01
S 0.01 -0.01 0.00

As for the net charge: +1. The calculation puts the lowest unoccupied orbital energy at -2.48 eV. The calculation puts the energy relative to the best compared isomer or geometry (same formula, charge and spin) at 0.0 kcal per mole.

# C22H36Cl2O18

A cluster of 7 separate species, C22H36Cl2O18 in total at a distorted geometry (ωB97M-V/def2-TZVPD, the OMol25 dataset).

Last column: Mulliken spin population.
CARTESIAN COORDINATES (ANGSTROEM)
1 Cl 18.85254 -6.06817 1.65222  0.00
2 Cl 18.29196 -3.89407 3.96375  0.00
3 O 8.09815 -0.31191 -0.53529  0.00
4 O 10.15538 -1.01103 -1.22834  0.00
5 O 14.07509 3.10124 6.55434  0.21
6 O 9.13165 -3.42336 3.42491  0.00
7 O 10.18848 -12.07963 3.20029  0.00
8 O 11.69393 -7.73401 3.17608  0.00
9 O 8.74918 -12.86716 4.65901  0.00
10 O 9.09606 -2.94763 5.64801  0.00
11 O 11.63197 -5.55372 3.82714  0.00
12 O 12.40627 -5.72791 -0.37133  0.00
13 O 8.24752 -4.75781 4.76809  0.00
14 O 13.50060 -6.35948 3.03326  0.00
15 O 8.70768 -10.72065 3.86240  0.00
16 O 14.22831 -4.73343 -1.23794  0.00
17 O 9.06292 -2.21331 0.37153  0.00
18 O 12.60499 -5.10508 -2.54561  0.00
19 O 12.08596 3.13866 5.73075  0.81
20 O 13.25592 1.17333 5.97273  0.06
21 C 8.11645 -5.43871 3.55049  0.00
22 C 14.12788 4.58140 6.77573  0.00
23 C 10.15063 -2.99159 0.08354  0.00
24 C 15.18193 -5.12743 -0.27092  0.00
25 C 9.32232 -10.02035 2.76537  0.00
26 C 13.05905 -1.05431 5.44014  0.00
27 C 12.24100 0.23931 5.53003  0.00
28 C 12.50396 -4.42821 3.92323  0.00
29 C 18.60943 -6.52645 3.31418  0.00
30 C 13.55827 -4.91263 2.83514  0.00
31 C 8.80783 -4.49673 2.65696  0.00
32 C 9.04694 -1.04213 -0.46223  0.00
33 C 11.29701 -5.44317 -2.88982  0.00
34 C 10.96761 -2.01078 -0.84966  0.00
35 C 17.84523 -5.56387 4.26634  0.00
36 C 16.22914 -5.94134 -0.99889  0.00
37 C 8.82751 -3.67803 4.65746  0.00
38 C 9.19564 -11.96375 3.96699  0.00
39 C 10.58856 -10.87718 2.61009  0.00
40 C 13.06854 -5.27714 -1.28676  0.00
41 C 12.25273 -6.65761 3.32441  0.00
42 C 13.04881 2.46910 5.99222  -0.09
43 H 9.61530 -9.04637 3.15734  0.00
44 H 8.72966 -9.91632 1.85651  0.00
45 H 9.83086 -3.99914 -0.18230  0.00
46 H 11.51377 0.14923 6.33696  0.00
47 H 10.82364 -3.22126 0.90962  0.00
48 H 16.00204 -6.99092 -1.18567  0.00
49 H 12.34656 -1.84098 5.19195  0.00
50 H 18.15091 -7.51307 3.24766  0.00
51 H 11.88593 -1.82040 -0.29419  0.00
52 H 10.62261 -4.87328 -2.25067  0.00
53 H 8.20486 -4.08693 1.84666  0.00
54 H 12.96094 -4.28446 4.90231  0.00
55 H 16.77238 -5.72292 4.15774  0.00
56 H 10.81869 -11.19665 1.59369  0.00
57 H 7.11989 -5.64117 3.15809  0.00
58 H 8.57610 -6.42642 3.51492  0.00
59 H 11.98187 -3.48471 3.76399  0.00
60 H 11.06475 -5.01288 -3.86400  0.00
61 H 14.60870 -4.71481 3.04855  0.00
62 H 18.03793 -5.77074 5.31904  0.00
63 H 13.88910 -0.90946 4.74867  0.00
64 H 13.50825 5.14865 6.08119  0.00
65 H 11.78648 0.45766 4.56368  0.00
66 H 19.61770 -6.68450 3.69695  0.00
67 H 14.84389 -5.54288 0.67841  0.00
68 H 10.87841 -6.42498 -2.66865  0.00
69 H 11.44341 -10.50032 3.17160  0.00
70 H 15.69136 -4.19278 -0.03639  0.00
71 H 13.26466 -1.32183 6.47660  0.00
72 H 13.72985 4.75383 7.77569  0.00
73 H 11.27780 -2.50415 -1.77078  0.00
74 H 9.78259 -4.80204 2.27652  0.00
75 H 15.09357 5.07980 6.69112  0.00
76 H 13.22780 -4.52497 1.87149  0.00
77 H 16.53615 -5.49715 -1.94575  0.00
78 H 17.10376 -5.86327 -0.35309  0.00

Forces on atoms 1 to 6 (eV/Å):
Cl -0.21 0.66 -0.76
Cl -0.10 0.53 0.05
O 1.83 -0.96 0.37
O -1.73 2.01 0.84
O -0.11 0.65 -0.79
O 1.25 3.28 0.30

As for the net charge: +1. The calculation puts the lowest unoccupied orbital energy (spin up / spin down) at -3.58 / -10.11 eV. As for the spin multiplicity: 2. As for the expectation value of S²: 0.7563.